Version 1
Formula: C4H9NO2
Source: OMol25
Level of theory: wB97M-V/def2-TZVPD

Atoms and positions in Å:
O: 0.021 2.158 0.424
C: -0.243 0.955 0.334
N: 0.102 0.395 -0.878
C: -0.095 -0.990 -1.293
O: 0.957 -1.373 -2.144
C: -0.901 0.159 1.414
C: 0.088 -0.705 2.222
H: 0.575 1.038 -1.528
H: 0.017 -1.599 -0.399
H: -1.052 -1.123 -1.812
H: 0.903 -0.943 -3.008
H: -1.380 0.853 2.061
H: -1.738 -0.447 1.054
H: 0.842 -0.074 2.600
H: -0.419 -1.103 3.104
H: 0.562 -1.504 1.677

Net charge: +1
LUMO level (alpha / beta): -4.02 / -9.26 eV
⟨S²⟩: 0.78
Spin multiplicity: 2

---

Version 2
Formula: C4H9NO2
Source: OMol25
Level of theory: wB97M-V/def2-TZVPD

Atoms and positions in Å:
C: 0.073 2.461 0.824
C: 0.881 1.449 -1.188
N: -0.096 1.631 -0.384
H: 0.544 1.808 1.559
H: -0.911 2.691 1.221
H: 0.734 3.311 0.678
H: 1.653 2.200 -1.354
H: 1.060 0.402 -1.425
H: -0.675 0.531 -0.063
O: -1.163 -0.640 -0.233
C: -0.200 -1.329 0.205
O: 0.774 -0.964 0.883
C: -0.240 -2.833 -0.194
H: 0.482 -3.363 0.419
H: -1.266 -3.119 0.014
H: -0.041 -2.962 -1.249

Net charge: +1
LUMO level (alpha / beta): -4.60 / -8.77 eV
⟨S²⟩: 0.76
Spin multiplicity: 2

---

Energy ordering: version 1 at the bottom, the next structure 86.8 kJ/mol above.

---

Version 1
Formula: C4H9NO2
Source: OMol25
Level of theory: wB97M-V/def2-TZVPD

Atoms and positions in Å:
C: -0.908 -1.417 0.509
N: 0.017 -1.006 -0.495
C: 1.233 0.633 0.929
C: 0.586 0.308 -0.448
C: -0.483 1.426 -0.722
O: -1.440 1.049 -1.606
O: -0.488 2.492 -0.223
H: -1.151 -2.476 0.409
H: -1.862 -0.893 0.436
H: -0.479 -1.322 1.513
H: 0.781 -1.634 -0.755
H: 1.919 -0.161 1.213
H: 1.737 1.590 0.819
H: 0.444 0.793 1.661
H: 1.334 0.425 -1.235
H: -1.239 0.193 -2.006

Net charge: +1
LUMO level (alpha / beta): -3.75 / -8.95 eV
⟨S²⟩: 0.75
Spin multiplicity: 2

---

Version 2
Formula: C4H9NO2
Source: OMol25
Level of theory: wB97M-V/def2-TZVPD

Atoms and positions in Å:
C: 3.155 -0.628 -0.238
N: 2.525 0.634 -0.595
C: -3.487 -0.160 0.698
C: 1.367 1.094 -0.636
C: 0.163 0.425 0.149
O: -0.118 -0.815 -0.472
O: -0.338 0.949 1.084
H: 3.465 -0.576 0.807
H: 4.072 -0.657 -0.843
H: 2.537 -1.527 -0.445
H: -4.166 0.367 0.016
H: -4.038 -0.834 1.387
H: -2.667 -0.686 0.202
H: -3.013 0.670 1.249
H: 1.141 1.670 -1.549
H: -0.597 0.075 -0.813

Net charge: +1
LUMO level (alpha / beta): -6.05 / -8.72 eV
⟨S²⟩: 0.76
Spin multiplicity: 2

---

Energy ordering: version 1 at the bottom, the next structure 386.2 kJ/mol above.

---

Version 1
Formula: C3H4NO2S
Source: OMol25
Level of theory: wB97M-V/def2-TZVPD

Atoms and positions in Å:
H: 0.484 -0.416 1.490
N: 1.490 -0.224 1.609
C: 2.049 0.094 0.533
O: 1.323 0.324 -0.557
C: -0.103 0.128 -0.546
C: 3.711 0.434 0.139
O: 4.166 1.447 0.590
S: 4.176 -0.732 -0.908
H: -0.469 -0.565 0.248
H: -0.360 -0.237 -1.570
H: -0.497 1.140 -0.362

Net charge: -1
LUMO level: 3.53 eV
SMILES: [H]/N=C(\OC)C([O-])=S
Spin multiplicity: 1

---

Version 2
Formula: C3H4NO2S
Source: OMol25
Level of theory: wB97M-V/def2-TZVPD

Atoms and positions in Å:
O: 2.397 0.004 -1.311
S: 1.410 0.052 -0.250
O: 2.075 0.085 1.068
C: -0.130 1.101 -0.689
C: -1.120 0.264 0.056
C: -0.702 -1.152 0.110
N: 0.555 -1.419 -0.122
H: 0.145 2.044 -0.130
H: -2.035 0.476 -0.476
H: -1.257 0.537 1.138
H: -1.339 -1.993 0.606

Net charge: -1
LUMO level: 4.11 eV
SMILES: O=[S@@]1([O-])=CCC=N1
Spin multiplicity: 1

---

Energy ordering: version 1 at the bottom, the next structure 166.1 kJ/mol above.

---

Version 1
Formula: CH11N3O3
Source: OMol25
Level of theory: wB97M-V/def2-TZVPD

Atoms and positions in Å:
N: 0.102 2.014 -1.291
C: 0.244 0.797 -0.658
N: 1.563 0.349 -0.414
N: -0.705 -0.181 -0.588
H: 0.996 2.415 -1.616
H: 1.553 -0.437 0.213
H: 2.523 0.870 -0.465
H: -1.585 0.302 -0.655
H: -0.664 -0.918 0.083
O: 1.735 -0.976 2.340
H: 1.861 -0.569 3.263
H: 0.865 -0.594 2.127
O: -2.458 1.867 -1.999
H: -3.046 1.923 -2.745
H: -1.586 1.858 -2.395
O: -0.808 -2.629 1.653
H: 0.131 -2.436 1.593
H: -0.719 -3.655 1.555

LUMO level: 0.27 eV
SMILES: N=C(N)N.O.O.O
Spin multiplicity: 1

---

Version 2
Formula: CH11N3O3
Source: OMol25
Level of theory: wB97M-V/def2-TZVPD

Atoms and positions in Å:
N: 0.758 0.664 -0.249
C: 0.010 -0.048 -1.052
N: 0.159 -1.401 -1.216
N: -1.064 0.495 -1.660
H: 1.701 0.297 -0.215
H: 0.128 -1.788 -2.142
H: 0.700 -1.831 -0.453
H: -1.291 1.473 -1.621
H: -1.716 -0.109 -2.124
O: 0.607 -2.560 1.122
H: 0.259 -1.918 1.765
H: 1.320 -3.010 1.588
O: -0.511 3.066 -0.518
H: -0.354 3.697 0.192
H: 0.182 2.367 -0.339
O: -0.131 -0.120 2.456
H: -0.719 0.485 2.916
H: -0.038 0.242 1.549

LUMO level: 0.78 eV
SMILES: N=C(N)N.O.O.O
Spin multiplicity: 1

---

Energy ordering: version 2 at the bottom, the next structure 162.9 kJ/mol above.

---

Version 1
Formula: C4H8ClNO
Source: OMol25
Level of theory: wB97M-V/def2-TZVPD

Atoms and positions in Å:
N: -1.802 -0.315 -0.321
C: -0.281 -0.457 -0.550
C: 0.538 -0.891 0.726
C: 1.400 0.397 0.436
Cl: 3.032 0.152 -0.314
C: 0.275 0.925 -0.406
O: -0.485 1.936 0.226
H: -2.194 -1.287 -0.114
H: -2.012 -0.184 -1.245
H: -0.038 -1.056 -1.375
H: -0.075 -0.644 1.599
H: 0.758 -1.928 0.938
H: 1.543 0.987 1.311
H: 0.703 1.164 -1.406
H: -1.362 1.200 0.493

LUMO level: 0.67 eV
SMILES: N[C@@H]1C[C@@H](Cl)[C@@H]1O
Spin multiplicity: 1

---

Version 2
Formula: C4H8ClNO
Source: OMol25
Level of theory: wB97M-V/def2-TZVPD

Atoms and positions in Å:
N: -0.570 0.782 2.124
C: -0.876 0.084 0.882
C: 0.230 0.007 -0.182
C: 1.216 0.891 -0.247
Cl: 2.469 0.804 -1.451
C: 0.217 -1.099 -1.141
O: -1.129 -1.219 -1.690
H: -0.206 1.667 1.908
H: 0.164 0.259 2.606
H: -1.147 -0.988 1.093
H: -1.732 0.537 0.358
H: 1.269 1.706 0.429
H: 0.876 -1.012 -1.985
H: 0.336 -2.027 -0.522
H: -1.117 -0.392 -2.181

LUMO level: 0.75 eV
SMILES: NC/C(=C/Cl)CO
Spin multiplicity: 1

---

Energy ordering: version 2 at the bottom, the next structure 108.7 kJ/mol above.